{"formula": "C3H3N3O2", "method": "ωB97M-V/def2-TZVPD", "symbols": ["O", "C", "N", "N", "C", "N", "C", "O", "H", "H", "H"], "xyz": [[1.541, -0.630, -2.085], [0.764, -0.354, -1.096], [-0.596, 0.156, -1.262], [-1.023, 1.182, -0.364], [-1.009, 0.836, 0.858], [-0.618, -0.351, 1.362], [0.571, -0.834, 1.096], [1.255, -0.314, 0.165], [-0.830, 0.258, -2.215], [-1.114, 1.539, 1.689], [1.060, -1.488, 1.853]], "atomic_forces_ev_per_a": [[-4.01, 0.91, 4.95], [1.11, 1.02, -6.50], [3.05, -1.44, 2.63], [-0.27, 0.07, -0.96], [0.81, 0.62, -0.56], [2.48, -3.26, 1.64], [-5.28, 0.46, 4.47], [3.45, 0.73, -2.89], [-0.24, 0.52, -0.86], [-0.74, 0.35, -0.74], [-0.36, 0.02, -1.16]], "nbo_charge": [-0.563, 0.862, -0.507, -0.271, 0.215, -0.502, 0.436, -0.493, 0.413, 0.208, 0.202], "relative_energy_kcal_mol": 88.3, "e_tot_ev": -11722.127, "e_homo_ev": -9.836, "lumo_ev": 0.064}